# C5H16NO2

A cluster of 3 separate species, C5H16NO2 in total (wB97M-V/def2-TZVPD, the OMol25 dataset).

E_LUMO in Ha: -0.113
HOMO energy in eV: -12.678
Frontier orbital gap in eV: 9.6
Energy relative to the best compared isomer or geometry (same formula, charge and spin) in kcal/mol: 50.0

```
! RIJCOSX wB97M-V def2-TZVPD def2/J DEFGRID3
* xyz 1 1
C 1.030 -1.323 -1.102
C -0.193 -1.498 -0.082
C -0.324 -0.505 1.060
C -0.695 -0.928 2.239
C -0.822 -0.150 3.479
N 0.886 -0.022 -1.884
H 0.933 -2.159 -1.858
H 1.921 -1.258 -0.533
H -0.069 -2.573 0.230
H -1.171 -1.425 -0.579
H -0.193 0.591 0.732
H -0.726 -2.029 2.365
H -1.044 -0.817 4.370
H -1.614 0.561 3.397
H 0.091 0.201 3.827
H -0.223 0.312 -1.738
H 1.065 -0.054 -2.905
H 1.412 0.623 -1.283
H -2.513 0.445 -2.042
H -2.147 1.446 -0.970
O -1.749 0.755 -1.368
H 2.496 3.189 -1.156
H 1.616 3.740 -2.216
O 2.035 2.875 -1.983
*
```

---

# C3H5ClO2

A cluster of 2 separate species, C3H5ClO2 in total (wB97M-V/def2-TZVPD, the OMol25 dataset).

E_LUMO in Ha: 0.029
HOMO energy in eV: -8.824
Frontier orbital gap in eV: 9.6
Energy relative to the best compared isomer or geometry (same formula, charge and spin) in kcal/mol: 98.9

```
! RIJCOSX wB97M-V def2-TZVPD def2/J DEFGRID3
* xyz 0 1
C 1.245 0.045 -0.327
C 0.141 -0.830 -0.218
C -1.627 0.396 -0.139
O 0.592 -0.712 -1.430
O 0.104 -2.043 0.461
Cl -2.846 -0.483 0.749
H 1.124 1.163 -0.397
H 2.289 -0.097 -0.158
H -2.000 0.774 -1.093
H -1.144 1.186 0.371
H -0.723 -2.603 0.217
*
```

---

# C11H20Cl2F6NOP

A structure of composition C11H20Cl2F6NOP (wB97M-V/def2-TZVPD, the OMol25 dataset).

E_LUMO in Ha: -0.016
HOMO energy in eV: -9.533
Frontier orbital gap in eV: 9.1
Energy relative to the best compared isomer or geometry (same formula, charge and spin) in kcal/mol: 104.4

```
! RIJCOSX wB97M-V def2-TZVPD def2/J DEFGRID3
* xyz 0 1
C 3.674 1.668 1.356
C 2.023 1.396 1.284
O 1.728 0.666 2.562
C 1.805 0.475 -0.057
P -0.010 0.122 -0.533
F -0.261 1.875 -0.444
C -1.263 -0.006 0.954
C -2.471 1.108 0.888
C -2.257 2.375 1.960
N -2.755 1.815 3.309
C 0.180 -1.764 -0.498
Cl 0.687 -2.301 1.246
C 1.313 -2.404 -1.488
C 0.741 -3.656 -2.441
Cl 2.636 -3.244 -0.424
C -0.689 0.202 -2.304
F 0.332 -0.075 -3.383
F -1.100 1.633 -2.579
C -1.991 -0.704 -2.653
F -2.869 -1.076 -1.528
F -1.693 -1.938 -3.473
F -2.853 0.131 -3.575
H 4.258 0.746 0.871
H 3.991 2.604 0.688
H 4.059 1.846 2.446
H 1.549 2.464 1.245
H 1.214 1.289 3.154
H 2.495 -0.457 0.072
H 2.269 1.100 -0.962
H -1.809 -1.057 0.801
H -0.739 0.043 1.998
H -3.439 0.546 1.307
H -2.763 1.461 -0.188
H -3.020 3.244 1.686
H -1.143 2.733 2.026
H -2.471 0.790 3.358
H -2.333 2.337 4.108
H -0.822 -2.363 -0.701
H 1.927 -1.609 -2.118
H 1.243 -4.686 -2.109
H 1.043 -3.520 -3.577
H -0.417 -3.811 -2.284
*
```

---

# C16H32CuO2P2

A structure of composition C16H32CuO2P2 (wB97M-V/def2-TZVPD, the OMol25 dataset).

E_LUMO (alpha / beta) in Ha: 0.021 / -0.027
⟨S²⟩: 0.7553
HOMO energy (alpha / beta) in eV: -7.710 / -8.061
Frontier orbital gap (alpha / beta) in eV: 8.3 / 7.3
Energy relative to the best compared isomer or geometry (same formula, charge and spin) in kcal/mol: 0.0

```
! RIJCOSX wB97M-V def2-TZVPD def2/J DEFGRID3
* xyz 0 2
P -0.618 0.456 1.580
P -2.593 -0.582 -0.371
C -1.225 1.637 0.192
C -2.596 1.251 -0.355
H -0.474 1.485 -0.593
H -1.120 2.656 0.580
H -3.399 1.631 0.292
H -2.753 1.595 -1.404
C -1.619 -0.883 -1.912
H -1.353 -1.942 -1.892
H -0.699 -0.304 -1.953
H -2.233 -0.670 -2.796
C -4.289 -0.910 -0.817
H -4.521 -0.578 -1.834
H -4.961 -0.405 -0.126
H -4.395 -1.991 -0.711
C 0.712 1.634 2.003
H 1.344 1.244 2.809
H 0.210 2.559 2.359
H 1.365 1.909 1.157
C -1.493 0.561 3.177
H -2.561 0.391 3.079
H -1.275 1.515 3.662
H -1.044 -0.257 3.765
Cu -1.365 -1.400 1.029
C 2.118 -0.088 -2.363
C 1.891 1.220 -2.420
C 2.711 2.343 -1.925
C 4.024 1.921 -1.209
C 3.749 1.595 0.219
C 3.353 0.415 0.754
C 2.781 -0.787 0.055
C 3.027 -0.886 -1.462
C -2.676 -2.081 2.357
H 1.347 -0.703 -2.879
H 1.017 1.534 -3.007
H 2.146 2.984 -1.229
H 2.939 2.968 -2.809
H 4.559 1.131 -1.728
H 4.673 2.801 -1.240
H 3.777 2.480 0.871
H 3.546 0.273 1.829
H 1.697 -0.861 0.271
H 3.214 -1.676 0.543
H 4.088 -0.686 -1.668
H 2.846 -1.951 -1.721
H -3.106 -2.960 1.850
H -3.436 -1.360 2.703
H -1.975 -2.375 3.172
O -0.483 -3.085 0.405
C -1.358 -3.964 0.029
O -2.579 -3.810 -0.208
H -0.933 -4.997 -0.112
*
```

---

# C6H9I

A cluster of 2 separate species, C6H9I in total (wB97M-V/def2-TZVPD, the OMol25 dataset).

E_LUMO (alpha / beta) in Ha: 0.002 / -0.018
HOMO energy (alpha / beta) in eV: -8.452 / -8.559
Frontier orbital gap (alpha / beta) in eV: 8.5 / 8.1
Energy relative to the best compared isomer or geometry (same formula, charge and spin) in kcal/mol: 91.7

```
! RIJCOSX wB97M-V def2-TZVPD def2/J DEFGRID3
* xyz 0 1
C -0.580 1.823 -2.498
C 0.189 -1.568 0.598
C -0.372 1.349 -1.281
C 0.898 -0.557 0.183
C 0.651 -2.611 1.585
C -0.846 1.834 0.023
I 2.805 0.075 0.647
H -1.198 2.703 -2.636
H -0.161 1.390 -3.390
H -0.808 -1.705 0.201
H 1.193 -2.144 2.407
H 1.325 -3.310 1.090
H -0.196 -3.164 1.982
H -0.005 2.184 0.621
H -1.345 1.039 0.574
H -1.550 2.665 -0.107
*
```

---

# C23H36N2O3S

An isolated molecule of C23H36N2O3S (wB97M-V/def2-TZVPD, the OMol25 dataset).

E_LUMO in Ha: 0.023
SMILES string: Cc1cc(C)c(C)c(S(=O)(=O)N2CCC(C(=O)N3CCCCCCC3)CC2)c1C
HOMO energy in eV: -8.688
Frontier orbital gap in eV: 9.3
Energy relative to the best compared isomer or geometry (same formula, charge and spin) in kcal/mol: 0.0

```
! RIJCOSX wB97M-V def2-TZVPD def2/J DEFGRID3
* xyz 0 1
C 5.017 3.044 0.495
C 4.852 1.617 0.064
C 5.556 1.150 -1.034
C 5.448 -0.158 -1.470
C 4.573 -1.036 -0.814
C 3.849 -0.559 0.277
C 3.999 0.747 0.750
C 3.284 1.252 1.964
H 2.389 1.801 1.674
H 3.930 1.923 2.526
H 2.991 0.432 2.608
S 2.612 -1.559 1.147
O 2.958 -1.654 2.539
O 2.322 -2.809 0.495
N 1.268 -0.546 1.025
C 0.795 -0.432 -0.339
C -0.249 0.680 -0.422
H -0.643 0.718 -1.438
H 0.236 1.633 -0.200
C -1.402 0.481 0.572
C -2.326 -0.655 0.136
O -1.943 -1.562 -0.579
N -3.597 -0.637 0.618
C -4.218 0.463 1.321
H -3.567 0.805 2.130
C -4.596 1.677 0.438
H -5.526 2.104 0.817
C -4.749 1.368 -1.051
C -6.089 0.747 -1.442
H -6.083 0.600 -2.525
H -6.889 1.457 -1.215
C -6.425 -0.587 -0.775
C -5.329 -1.650 -0.911
H -4.709 -1.442 -1.783
H -5.791 -2.626 -1.067
C -4.429 -1.790 0.320
H -5.041 -2.008 1.201
H -3.748 -2.628 0.151
H -6.656 -0.428 0.279
H -7.340 -0.958 -1.243
H -3.932 0.722 -1.373
H -4.651 2.307 -1.603
H -3.828 2.446 0.543
H -5.118 0.062 1.790
H -1.973 1.411 0.607
C -0.834 0.186 1.971
C 0.195 -0.937 1.915
H 0.638 -1.112 2.897
H -0.275 -1.868 1.569
H -1.629 -0.095 2.663
H -0.347 1.087 2.349
H 1.654 -0.190 -0.969
H 0.361 -1.379 -0.680
C 4.492 -2.441 -1.323
H 3.758 -3.022 -0.782
H 4.230 -2.442 -2.381
H 5.465 -2.923 -1.223
C 6.259 -0.619 -2.643
H 6.888 0.188 -3.012
H 6.898 -1.455 -2.364
H 5.613 -0.952 -3.454
H 6.218 1.826 -1.558
H 4.050 3.533 0.597
H 5.609 3.593 -0.234
H 5.526 3.101 1.457
*
```

---

How do the records compare in max |F|? In the order shown, they have 6.85; 5.64; 5.42; 3.51; 1.35; 1.10 eV/A.